# C19H45AsGaN2O5Si3

A molecular structure, C19H45AsGaN2O5Si3 (ωB97M-V with the def2-TZVPD basis set, the OMol25 dataset).

XYZ file:
```
76
C19H45AsGaN2O5Si3 | the OMol25 dataset | ωB97M-V with the def2-TZVPD basis set
Ga 1.285 -2.163 0.271
O -0.872 -2.501 3.648
C -0.274 -2.634 2.516
O 0.177 -1.682 1.861
C -0.184 -4.046 1.994
O 0.835 -4.103 0.994
C 2.130 -4.647 1.449
C 3.106 -3.516 1.773
O 3.979 -3.655 2.565
O 2.907 -2.414 1.032
H -0.921 -1.572 3.938
H -1.140 -4.288 1.522
H -0.009 -4.756 2.800
H 2.511 -5.232 0.614
H 1.976 -5.295 2.307
C -2.382 6.383 2.566
C -1.717 5.055 2.124
N -2.044 3.970 3.049
C -3.496 3.802 3.116
C -4.184 5.091 3.633
N -3.103 6.110 3.856
C -2.137 5.623 4.900
C -1.530 4.297 4.380
H -3.122 6.747 1.856
H -1.662 7.176 2.757
H -0.635 5.172 2.094
H -2.053 4.783 1.124
H -3.724 2.968 3.777
H -3.866 3.553 2.122
H -4.696 4.949 4.582
H -4.886 5.514 2.918
H -3.530 6.976 4.183
H -2.696 5.503 5.826
H -1.394 6.405 5.041
H -1.769 3.481 5.059
H -0.446 4.381 4.328
C 2.232 -2.684 -4.879
Si 2.462 -3.007 -3.074
C 4.147 -2.551 -2.451
C 1.937 -4.714 -2.522
As 0.908 -1.454 -1.947
Si 1.890 0.792 -1.910
C 3.211 0.674 -0.611
C 2.526 1.026 -3.631
C 0.525 1.962 -1.423
Si -1.424 -1.943 -2.468
C -2.377 -0.363 -2.300
C -1.409 -2.643 -4.178
C -1.896 -3.168 -1.144
H 2.938 -3.322 -5.419
H 2.459 -1.651 -5.147
H 1.233 -2.931 -5.237
H 4.853 -3.286 -2.851
H 4.229 -2.580 -1.363
H 4.475 -1.571 -2.801
H 1.762 -5.351 -3.391
H 1.024 -4.735 -1.924
H 2.740 -5.180 -1.945
H 3.986 -0.056 -0.846
H 2.814 0.445 0.381
H 3.699 1.651 -0.532
H 3.351 0.348 -3.857
H 2.907 2.046 -3.727
H 1.749 0.898 -4.387
H 0.549 2.143 -0.346
H -0.465 1.594 -1.689
H 0.668 2.919 -1.931
H -2.091 0.373 -3.052
H -2.267 0.080 -1.308
H -3.437 -0.587 -2.448
H -0.928 -1.973 -4.891
H -2.445 -2.774 -4.505
H -0.925 -3.620 -4.223
H -1.818 -2.703 -0.156
H -1.289 -4.076 -1.174
H -2.940 -3.466 -1.273
```

Energy relative to the best compared isomer or geometry (same formula, charge and spin)   0.000 eV
E   -170479.1665 eV
Charge   +3